Entry 1:
67
Properties=species:S:1:pos:R:3:forces:R:3 method="wB97M-V/def2-TZVPD" e_lumo_ev=1.84 gap_ev=5.86 charge=-1 total_energy_ha=-11141.62509
O -1.44930 -0.10029 -3.95472 -0.5 1.4 -0.4
O -1.13326 -1.43721 -3.69235 0.1 -1.3 0.2
C -1.69916 -1.84262 -2.40471 0.5 0.9 1.1
Al -0.30787 -1.25533 -0.97990 0.2 -1.6 -0.2
O -0.58777 -2.19626 0.59587 0.1 1.0 -0.7
O 1.34748 -1.72921 -1.69507 -1.0 0.7 0.7
H -1.56043 0.38926 -3.11459 0.4 -0.7 0.1
H -2.69679 -1.33134 -2.30205 0.5 -0.9 -0.2
H -1.75259 -2.95169 -2.32885 -0.1 0.9 -0.8
H -0.40067 0.33227 -0.80283 0.1 0.3 0.2
H -0.78892 -1.54496 1.28108 0.0 -0.3 -0.1
H 2.01282 -1.39138 -1.08258 0.0 -0.2 -0.1
C -1.87926 3.93105 -1.24519 0.2 0.0 -0.2
Cl -0.32472 3.69054 -0.44761 -0.1 -0.1 -0.4
Cl -3.06835 2.78460 -0.62852 -0.2 0.0 0.0
H -2.21879 4.93959 -1.06146 -0.1 0.0 0.1
H -1.75948 3.77070 -2.31427 0.1 -0.1 0.1
C -3.40990 -4.35480 0.47091 -0.2 -0.1 0.0
Cl -3.41712 -4.46834 -1.29791 -0.2 -0.2 0.3
Cl -4.09309 -2.81744 1.03533 0.1 -0.1 0.0
H -4.02684 -5.15678 0.87727 0.2 0.7 -0.5
H -2.38675 -4.45845 0.82593 0.0 0.3 -0.1
C -3.17057 -6.31318 3.90348 0.1 0.0 0.2
Cl -3.45634 -4.61199 4.27412 0.2 -0.1 -0.1
Cl -3.93570 -6.77878 2.37743 0.0 -0.8 0.5
H -2.09992 -6.48164 3.82515 -0.1 0.1 -0.1
H -3.58377 -6.92177 4.70388 -0.1 0.1 -0.1
C -6.88421 0.96950 -0.24144 0.1 0.0 0.2
Cl -5.29684 0.20310 -0.15645 -0.1 0.0 0.1
Cl -7.26299 1.49378 -1.88797 -0.1 0.1 0.0
H -7.63708 0.25562 0.08168 0.1 0.0 -0.1
H -6.89186 1.83674 0.41344 0.1 0.0 -0.1
C -5.94506 -4.74491 7.60181 -0.2 0.1 0.0
Cl -4.57087 -5.85782 7.55317 0.0 -0.1 0.1
Cl -6.28038 -4.05641 6.00996 -0.2 0.0 0.2
H -6.82274 -5.28744 7.94193 0.1 0.0 -0.1
H -5.71839 -3.93808 8.29322 0.1 -0.1 -0.1
C 1.95001 0.87631 -3.55420 -0.1 -0.3 0.0
Cl 1.98317 0.69000 -5.31587 0.1 0.0 0.0
Cl 1.31275 2.45630 -3.07854 0.0 0.2 0.0
H 1.31926 0.09662 -3.12397 0.0 0.1 -0.1
H 2.96584 0.78931 -3.16398 -0.7 0.3 -0.6
C 6.13268 0.02778 -2.04694 0.0 0.2 0.0
Cl 4.37754 -0.03769 -1.85432 0.6 -0.5 0.6
Cl 6.91198 -1.40218 -1.35127 0.1 -0.1 -0.1
H 6.36846 0.07676 -3.10502 -0.1 -0.2 0.1
H 6.50930 0.91339 -1.54227 0.0 -0.1 0.1
C 7.88478 -0.12719 1.79592 0.0 -0.3 0.0
Cl 8.10411 1.47701 1.08603 0.1 0.0 -0.1
Cl 6.98836 -0.04066 3.31638 0.0 -0.1 0.0
H 7.33235 -0.74811 1.09539 0.0 0.2 0.1
H 8.86139 -0.56305 1.98732 -0.1 0.1 0.1
C 6.36121 3.31654 -4.34779 -0.2 0.3 0.0
Cl 5.06867 2.65384 -3.34092 0.1 0.4 -0.2
Cl 7.54703 2.07739 -4.78237 0.1 0.0 -0.1
H 5.92552 3.71939 -5.25796 0.0 -0.2 0.0
H 6.86539 4.10657 -3.79793 0.0 -0.2 0.0
C 3.13963 3.00154 0.15120 -0.2 0.0 -0.1
Cl 4.71762 2.74535 0.91086 0.2 0.1 0.0
Cl 1.92588 1.88505 0.78028 0.3 0.0 0.0
H 2.81388 4.02056 0.34361 0.1 -0.1 0.1
H 3.23955 2.84163 -0.91949 0.0 -0.1 0.1
C -2.37354 6.53552 1.85321 0.1 0.0 0.4
Cl -0.82425 5.67964 1.89902 -0.3 0.4 0.3
Cl -2.78769 7.09131 0.22639 -0.1 0.1 0.0
H -3.15440 5.86802 2.20773 0.1 0.0 -0.2
H -2.30902 7.40444 2.50230 0.0 0.0 -0.1

***

Entry 2:
52
Properties=species:S:1:pos:R:3:forces:R:3 method="wB97M-V/def2-TZVPD" e_lumo_ev=-3.78 gap_ev=7.74 e_above_lowest_kj_mol=2038.6 charge=+1 total_energy_ha=-2184.14916
Cs -0.50008 -1.55395 -3.93290 -0.9 -7.1 -9.5
Cs -0.13830 1.74401 -3.62059 0.7 3.7 -3.0
B -0.62092 -0.22785 -1.93950 -1.7 0.6 1.9
H -1.53027 -0.56060 -2.41554 -3.9 0.2 -0.4
H 0.18861 -0.64428 -2.51870 3.4 2.5 0.8
H -0.67915 0.84365 -1.82659 0.5 1.8 -0.1
H -0.51737 -0.70641 -0.97799 -0.9 -1.6 1.8
C -0.61132 -3.23160 -1.18293 0.0 2.3 -0.6
C 0.72491 -2.47530 -1.07485 -0.7 -0.4 0.3
C 0.88461 -1.83469 0.36496 -6.5 -7.0 -5.1
S -0.10033 -3.01532 1.50567 -1.7 -1.1 -0.3
O -1.34188 -2.35108 2.03706 2.7 -0.9 -0.9
O 0.69920 -3.87687 2.40999 -1.2 2.0 -1.7
C -0.65258 -4.08289 -0.00659 0.9 -1.2 1.4
H -0.82301 -3.65100 -2.16649 0.5 -1.1 0.1
H -1.34715 -2.42746 -1.18626 -0.6 -0.1 0.7
H 0.55407 -1.62818 -1.73916 1.9 -1.4 0.8
H 1.53993 -3.13118 -1.38086 0.3 0.2 0.2
H 0.36660 -0.87595 0.34092 -0.6 -5.2 1.5
H 1.88533 -1.66283 0.76136 -2.2 -5.8 -2.2
H -1.51659 -4.74338 0.06644 -0.1 0.4 0.8
H 0.23828 -4.70494 -0.09327 0.0 -0.5 0.3
C 1.92174 2.39927 1.04180 2.5 -1.6 -2.0
C 1.29661 1.95922 -0.33209 -1.4 -0.7 0.4
C 1.15419 0.44416 -0.44531 2.7 2.2 2.0
S 2.62736 -0.25579 0.48744 3.0 4.9 -4.6
O 3.62280 -0.76885 -0.49468 -1.8 0.7 2.3
O 2.21650 -1.04657 1.61399 5.9 4.8 8.8
C 3.06726 1.33669 1.12511 1.4 0.7 0.5
H 1.33975 2.37019 1.96296 0.2 0.2 -0.6
H 2.34421 3.37530 0.80302 0.1 0.1 0.8
H 1.78996 2.25122 -1.25915 0.6 0.9 0.5
H 0.26325 2.30600 -0.33697 0.1 0.5 -0.7
H 0.93254 0.10276 -1.45646 2.1 0.1 1.1
H 0.37569 0.03549 0.19890 0.4 4.7 -0.6
H 3.90166 1.61038 0.47938 0.0 0.2 -0.2
H 3.54418 1.12466 2.08202 -0.3 0.3 0.3
C -0.96387 1.98319 1.82269 0.3 -0.5 1.3
C -1.52108 0.61293 1.42213 -2.1 1.3 -0.9
C -1.86953 0.87258 -0.10115 -0.8 0.3 2.0
S -2.52983 2.60326 -0.19451 -0.8 -1.0 2.6
O -3.97059 2.47909 0.01320 0.8 0.3 -1.3
O -1.95015 3.47060 -1.22510 0.0 -1.1 -0.2
C -1.92570 3.06313 1.49512 -1.0 0.9 -2.7
H -0.04451 2.17722 1.27022 -1.3 -0.2 0.8
H -0.80844 2.10452 2.89471 0.6 -0.5 0.2
H -2.46156 0.43708 1.94432 -0.2 0.2 0.1
H -1.02516 -0.32549 1.67022 0.6 0.4 -0.4
H -2.64317 0.22252 -0.50980 -0.2 0.2 0.2
H -0.99281 0.66174 -0.71353 -1.7 1.7 2.4
H -2.89780 3.13957 1.98223 0.4 -0.2 0.6
H -1.49610 4.05204 1.33510 0.1 0.0 0.4

***

Entry 3:
47
Properties=species:S:1:pos:R:3:forces:R:3 method="wB97M-V/def2-TZVPD" e_lumo_ev=0.42 gap_ev=8.54 total_energy_ha=-929.89251 smiles="CCCOCOC(=O)OB(C)O.CCN(CC)CC"
C 6.67853 -0.09709 1.82350 0.0 0.0 0.0
C 5.78702 -0.26555 0.58320 -0.1 -0.1 0.1
C 5.42016 1.05346 -0.06909 0.0 -0.1 0.0
O 4.66715 1.88193 0.82393 0.1 0.3 -0.1
C 3.35418 2.12645 0.52935 0.0 -0.2 0.0
O 2.44385 1.53382 1.49269 -0.2 0.1 0.3
C 2.83262 0.36878 2.11294 0.1 0.1 -1.1
O 3.60245 0.30690 3.00292 0.1 0.0 0.8
O 2.31827 -0.69613 1.48587 -0.1 -0.1 -0.1
B 1.21837 -0.56895 0.60933 -0.2 -0.1 0.2
C 1.39379 -1.06713 -0.85989 0.0 0.0 -0.1
O 0.02878 -0.10411 1.12703 0.3 0.3 -0.2
H 7.52965 -0.77982 1.80106 -0.1 0.0 0.0
H 7.07452 0.92008 1.88678 0.0 -0.1 0.0
H 6.11843 -0.27755 2.74037 0.0 0.0 -0.1
H 6.27862 -0.88443 -0.17430 0.0 0.1 0.0
H 4.86307 -0.78374 0.86054 0.1 0.0 -0.1
H 6.32369 1.61553 -0.32445 -0.1 0.0 0.0
H 4.85275 0.89859 -0.99544 0.0 0.0 0.1
H 3.09193 1.73076 -0.46176 0.0 0.0 0.1
H 3.13081 3.19216 0.58535 0.0 0.0 0.1
H 1.74496 -2.10308 -0.89200 0.0 0.1 0.0
H 2.17310 -0.47402 -1.35724 -0.1 -0.1 0.1
H 0.47111 -0.97961 -1.43450 0.1 -0.1 0.0
H -0.07883 0.84932 1.03440 -0.2 -0.1 0.2
C -3.21112 1.90863 -0.45940 0.0 0.0 0.0
C -4.23503 0.98028 -1.09643 0.0 0.0 0.0
N -3.71975 -0.35897 -1.31802 0.0 0.0 0.0
C -4.54448 -1.16397 -2.20156 0.0 0.0 0.0
C -5.96059 -1.52393 -1.73784 0.0 0.0 0.0
C -3.19299 -1.02839 -0.13728 0.1 0.0 0.0
C -4.12852 -1.21423 1.06347 0.0 0.0 0.0
H -2.28308 1.90123 -1.03464 0.0 0.0 0.0
H -3.59616 2.92890 -0.43725 0.0 0.0 0.0
H -2.98366 1.62229 0.56856 0.0 0.0 0.0
H -4.51338 1.37974 -2.07596 0.0 0.0 0.0
H -5.15290 0.99631 -0.48702 0.0 0.0 0.0
H -3.99431 -2.08377 -2.41885 0.0 0.0 0.0
H -4.61925 -0.62294 -3.15028 0.0 0.0 0.0
H -5.95507 -2.26271 -0.93752 0.0 0.0 0.0
H -6.52288 -1.94780 -2.57216 0.0 0.0 0.0
H -6.50550 -0.64632 -1.38704 0.0 0.0 0.0
H -2.31418 -0.47715 0.19822 0.0 0.0 0.0
H -2.81494 -2.00315 -0.45757 0.0 0.0 0.0
H -4.66276 -0.29332 1.30426 0.0 0.0 0.0
H -3.54101 -1.48930 1.94126 0.0 0.0 0.0
H -4.86744 -1.99802 0.90246 0.0 0.0 0.0

***

Entry 4:
48
Properties=species:S:1:pos:R:3:forces:R:3 method="wB97M-V/def2-TZVPD" e_lumo_ev=-1.98 gap_ev=4.17 total_energy_ha=-6316.25330
C -2.00236 0.43792 -1.50230 3.1 -1.4 2.5
C -1.19769 -0.13354 -0.65214 -3.7 2.8 -3.9
Nb 0.31987 -1.08615 0.82318 0.6 1.2 1.7
N -0.77368 -0.25743 2.49256 -0.4 -1.3 -1.6
C 1.49341 0.89260 0.65124 -0.3 0.8 -0.4
N 1.63046 1.52697 2.02146 -0.2 -0.5 0.2
C 1.46137 -1.81109 -0.99480 -0.5 0.4 -1.6
S 2.90410 -2.93189 -0.67437 -0.4 -0.1 -0.1
C 2.73490 -3.90250 0.89001 0.8 -0.6 1.4
C 3.82234 -3.29916 1.94752 0.0 -0.3 -1.1
C -0.90774 -2.98733 1.05303 -2.0 -0.7 0.7
Br -0.66936 -4.34625 -0.37848 1.8 0.5 0.1
C -2.51521 -2.75393 1.23491 0.3 -0.6 0.4
C -3.00021 -2.66254 2.76375 -0.4 0.9 -0.9
Br -3.40212 -4.41591 0.47755 -1.7 0.8 0.9
H -2.53436 1.03307 -2.30988 0.8 -1.4 1.6
H 1.61155 -1.62290 2.00532 -0.2 0.3 -0.1
H -1.71819 0.03067 2.16909 0.7 -0.1 0.6
H -0.87360 -0.95343 3.24847 -0.1 0.7 -0.3
H 0.91322 1.64835 -0.00733 1.3 -1.2 0.8
H 2.55368 0.69914 0.27030 -1.4 0.4 0.2
H 1.78883 0.78588 2.73533 -0.2 0.7 -0.8
H 0.73494 1.95507 2.30644 0.6 -0.6 -0.3
H 0.80668 -2.27696 -1.83056 1.0 0.6 1.5
H 1.90684 -0.85954 -1.49093 -0.4 -1.5 0.9
H 3.08741 -4.98729 0.69023 -0.8 1.8 -0.1
H 1.68411 -3.98524 1.31823 1.4 0.4 -0.7
H 4.82114 -3.81345 1.67389 -1.5 0.8 0.7
H 3.54211 -3.47844 3.03807 0.4 0.2 -1.5
H 3.95542 -2.19335 1.69725 -0.3 -1.5 0.7
H -0.56210 -3.49115 2.04125 -0.4 0.6 -1.6
H -2.93668 -1.89295 0.62086 0.7 -1.3 0.7
H -3.12949 -1.53608 2.99821 0.5 -1.9 0.0
H -4.05471 -3.11515 2.86947 1.9 0.5 -0.1
H -2.21976 -3.17100 3.42028 -1.3 0.7 -0.6
C -0.12161 3.27064 -4.17480 0.0 0.4 0.0
C -0.51324 3.73935 -2.81199 1.9 -2.9 1.2
O -0.20544 3.22645 -1.77644 0.0 0.6 -0.8
N -1.42616 4.85525 -2.65823 -1.3 0.9 0.1
C -0.83636 5.99571 -1.89787 0.2 0.7 0.0
H 0.61340 2.47064 -4.08577 -0.2 0.1 0.2
H -1.00389 2.89146 -4.69685 0.0 0.1 -0.1
H 0.31921 4.09631 -4.73893 -0.1 0.0 -0.2
H -1.81321 5.14180 -3.55901 -0.2 0.2 0.2
H -2.15421 4.47318 -2.04343 -0.3 0.0 -0.4
H -1.59621 6.77593 -1.84348 0.1 0.0 0.0
H 0.03925 6.35895 -2.43613 -0.1 0.0 0.1
H -0.57668 5.65926 -0.89419 0.0 -0.1 -0.2

***

Entry 5:
49
Properties=species:S:1:pos:R:3:forces:R:3 method="wB97M-V/def2-TZVPD" e_lumo_ev=2.87 gap_ev=9.50 e_above_lowest_kj_mol=127.6 charge=-1 total_energy_ha=-1454.39711
Cl 1.12031 0.50878 -0.09764 -0.2 -0.2 0.0
C -0.39114 3.30245 -2.34249 -0.5 0.6 -0.4
C -1.34568 3.67668 -1.25193 -0.3 3.5 -0.2
O -1.98994 4.75767 -1.26676 0.5 -2.0 0.1
N -1.26615 2.85481 -0.22870 -0.7 -0.5 2.2
C -1.93768 3.02005 1.07460 0.2 -0.4 -0.2
H -0.87686 2.49032 -2.88346 0.7 -0.3 -0.1
H 0.56491 3.09697 -1.86099 0.0 -0.6 -0.5
H -0.29762 4.15960 -3.00931 0.0 -0.1 0.0
H -0.54196 2.15235 -0.27572 0.1 -0.4 0.2
H -2.98580 3.30145 0.97283 0.1 -0.2 -0.2
H -1.51323 3.72473 1.78971 0.5 0.6 -0.6
H -1.81749 2.08107 1.61492 -0.4 -0.3 -0.3
C -1.46759 -1.35044 2.05277 -0.7 0.2 -0.3
C -1.19637 -2.63144 1.27210 -1.6 -0.6 0.5
O -2.05947 -3.51705 1.16390 1.0 0.9 0.3
N -0.00346 -2.69696 0.67365 0.5 0.6 -0.2
C 0.30295 -3.72759 -0.25470 0.8 -1.1 -1.1
H -0.62377 -0.75853 2.40732 0.1 -0.4 -0.2
H -2.20212 -1.50031 2.84403 0.3 -0.4 0.1
H -2.02239 -0.71799 1.35973 0.1 0.2 -0.1
H 0.44432 -1.80703 0.50749 0.3 0.4 0.1
H 0.27767 -4.71828 0.19917 -0.4 0.1 0.0
H 1.31131 -3.64618 -0.66053 0.3 0.5 0.5
H -0.26877 -3.72382 -1.18271 -0.7 0.0 0.2
C 4.47589 -0.15191 1.68819 0.5 1.2 -0.9
C 3.79611 -0.24629 3.03032 1.0 -0.8 -1.7
O 4.47950 -0.28054 4.01499 0.9 0.3 2.3
N 2.49136 -0.44023 2.98954 -1.6 0.3 0.6
C 1.61950 -0.49544 4.16741 0.4 -0.7 -0.2
H 4.16033 -0.85243 0.91502 0.0 -0.3 0.3
H 5.55610 -0.10871 1.82738 -0.1 -0.7 0.2
H 4.32161 0.81881 1.21702 -0.6 0.2 0.1
H 2.07188 -0.31807 2.07892 -0.4 0.1 -0.1
H 2.14618 -0.57369 5.11851 0.6 0.4 -0.4
H 1.10726 -1.45700 4.13437 -0.6 0.2 -0.2
H 0.95047 0.36287 4.22907 -0.2 -0.2 -0.2
C -0.16646 -0.27418 -4.68969 0.0 0.7 0.7
C -1.46375 -0.32876 -3.92338 -2.1 -1.6 0.3
O -2.56332 -0.51625 -4.46126 1.1 0.3 0.2
N -1.37025 -0.34873 -2.55213 0.6 0.7 -0.3
C -2.46775 -0.57531 -1.64320 -0.1 -0.5 0.1
H -0.05138 0.78088 -4.93811 0.5 0.1 -0.1
H -0.13327 -0.83644 -5.62289 -0.4 -0.1 0.3
H 0.61011 -0.59769 -3.99659 0.3 0.2 -0.3
H -0.60614 0.11679 -2.08358 0.6 -0.2 -0.2
H -2.84223 -1.59231 -1.75973 -0.3 0.1 -0.2
H -3.28729 0.13920 -1.72016 0.0 0.0 -0.1
H -2.04840 -0.55586 -0.63728 0.0 0.3 -0.1

***

Entry 6:
53
Properties=species:S:1:pos:R:3:forces:R:3 method="wB97M-V/def2-TZVPD" e_lumo_ev=-0.66 gap_ev=7.89 total_energy_ha=-2302.71511
N 1.95377 -1.35903 2.61825 -0.1 0.4 -0.2
C 1.12492 -1.60349 1.42722 0.1 -0.5 0.2
C 0.13563 -0.49019 1.28827 0.4 0.0 -0.1
C -1.23110 -0.84913 1.41897 -0.7 0.1 0.2
C -2.23966 0.05810 1.43202 0.2 0.0 0.0
C -1.88268 1.42135 1.32434 0.2 0.0 -0.1
N -2.71560 2.45185 1.36360 -0.5 0.4 0.0
S -1.83003 3.77966 1.20485 0.2 -0.4 0.0
N -0.37140 3.12529 1.07926 0.0 0.7 0.1
C -0.51015 1.81189 1.16482 -0.1 -0.6 -0.1
C 0.53002 0.81144 1.11663 -0.1 0.6 0.2
P 2.24443 1.37530 0.85834 0.3 -0.4 -0.7
O 2.06953 2.74959 0.09064 0.2 0.1 0.0
O 2.79835 1.83119 2.27755 -0.4 0.1 0.3
S 3.42560 0.23527 -0.16501 0.0 -0.2 0.1
H 2.58639 -2.13371 2.76115 0.1 0.0 0.1
H 1.33255 -1.29797 3.41628 0.1 -0.2 0.2
H 0.59740 -2.55653 1.49990 -0.2 0.0 0.0
H 1.75155 -1.67744 0.54746 0.3 0.2 -0.1
H -1.49067 -1.88813 1.55136 0.1 -0.2 0.0
H -3.26933 -0.22844 1.55158 -0.2 -0.1 0.0
H 2.73321 2.76186 -0.61906 -0.1 0.2 -0.2
H 2.51718 1.20041 2.95408 0.2 -0.2 0.1
C 2.62554 3.95072 -4.01638 0.3 0.0 0.1
O 3.43920 3.58458 -2.90012 -0.2 0.0 0.1
H 1.65678 3.47391 -3.89275 0.0 0.0 0.1
H 2.48983 5.03492 -4.04969 -0.1 0.0 -0.1
H 3.08082 3.60752 -4.94734 -0.1 0.0 -0.1
H 4.29309 4.00806 -3.01650 0.0 0.0 0.1
C -5.54444 -1.87826 3.30705 0.0 -0.3 -0.1
O -4.61708 -2.59283 2.49106 0.0 0.2 0.0
H -5.29479 -0.82132 3.24974 0.1 0.0 0.0
H -6.56414 -2.02763 2.94670 0.0 0.1 0.1
H -5.47484 -2.20449 4.34727 -0.1 0.1 0.0
H -4.84387 -3.52476 2.54602 0.0 0.0 0.0
C 7.24170 -1.51911 0.69366 -0.2 0.0 -0.1
O 6.61856 -2.10116 -0.44511 0.1 0.0 0.1
H 7.96010 -2.23916 1.07861 0.0 0.0 0.0
H 7.77080 -0.60067 0.42612 0.0 0.0 0.1
H 6.50672 -1.29816 1.47214 0.1 0.0 0.0
H 5.98386 -1.46227 -0.78018 -0.1 0.0 0.0
C -9.48200 -3.30050 2.20956 0.0 -0.1 0.2
O -8.69159 -3.96045 3.19546 0.0 0.1 -0.1
H -8.82285 -3.02399 1.39077 0.0 0.0 0.0
H -10.26310 -3.96157 1.82642 0.0 0.1 -0.1
H -9.94077 -2.39547 2.61579 0.0 0.0 -0.1
H -9.27322 -4.20512 3.91954 0.0 0.0 0.0
C 2.81963 1.56402 -7.77843 0.2 0.0 0.1
O 3.79482 2.40421 -7.16740 -0.1 0.0 -0.1
H 1.90632 2.14333 -7.88424 0.0 0.0 0.0
H 3.14898 1.23724 -8.76800 -0.1 0.0 0.0
H 2.61419 0.68754 -7.15879 -0.1 0.0 0.0
H 4.60187 1.89171 -7.07348 0.0 0.0 0.0